Entry from the Open Molecules 2025 dataset: the molecule C6H6S2 (ωB97M-V/def2-TZVPD).

Structure (XYZ):
```
14
C6H6S2 ωB97M-V/def2-TZVPD
C -3.358 -0.264 0.024
C -2.254 -0.669 -0.136
C -0.993 -1.381 -0.317
S 0.423 -1.063 0.852
C 1.546 0.270 -0.369
S 3.373 -0.243 -0.350
C 1.248 1.495 0.280
C 0.880 2.427 0.924
H -4.403 0.171 -0.096
H -0.516 -1.150 -1.280
H -1.231 -2.586 -0.218
H 1.318 0.165 -1.453
H 3.227 -0.607 0.883
H 0.741 3.435 1.257
```

- SMILES = C#CCS[C@H](S)C#C
- multiplicity = 1
- total charge = 0
- gap between HOMO and LUMO (eV) = 9.1052
- HOMO level (eV) = -9.0

From a Löwdin analysis of the wavefunction, the atomic charges in e read: 0.081, -0.242, -0.531, 0.771, -0.739, 0.688, -0.318, 0.118, 0.069, 0.053, 0.138, 0.065, -0.192, 0.040

=====

Entry from the Open Molecules 2025 dataset: a structure of composition C6H7AgO6 (ωB97M-V/def2-TZVPD).

Structure (XYZ):
```
20
C6H7AgO6 ωB97M-V/def2-TZVPD
O -3.886 1.143 -0.440
C -2.653 1.184 -0.193
O -1.940 0.342 -0.963
O -2.118 1.892 0.676
Ag -4.863 0.909 1.954
C -1.170 -0.808 -0.723
C -0.261 -0.831 0.496
C 1.066 -1.450 0.182
C 2.260 -0.873 0.299
O 2.419 0.385 0.875
C 2.665 1.466 0.121
O 3.067 2.484 0.616
O 2.443 1.347 -1.178
H -0.583 -0.942 -1.642
H -1.862 -1.661 -0.703
H -0.736 -1.441 1.279
H -0.116 0.183 0.888
H 1.073 -2.489 -0.158
H 3.199 -1.357 0.024
H 1.997 0.517 -1.410
```

- multiplicity = 1
- total charge = 0
- gap between HOMO and LUMO (eV) = 5.9079
- HOMO level (eV) = -8.6

From a Löwdin analysis of the wavefunction, the atomic charges in e read: -0.089, -0.818, -0.016, -0.019, 0.860, -0.187, -0.147, -0.073, -0.120, 0.059, -0.620, 0.144, 0.159, 0.126, 0.126, 0.122, 0.121, 0.122, 0.135, 0.113

=====

Entry from the Open Molecules 2025 dataset: the molecule C6H7B (ωB97M-V/def2-TZVPD).

Structure (XYZ):
```
14
C6H7B ωB97M-V/def2-TZVPD
B 0.788 -0.305 -0.043
C 4.379 0.412 0.343
C 3.356 -0.185 -0.061
C 2.109 -0.749 -0.099
C -0.584 0.069 0.131
C -0.974 1.504 -0.053
C -1.756 -0.928 0.196
H 2.114 -1.763 -0.265
H -1.627 1.937 0.729
H -1.544 1.413 -1.084
H -0.185 2.216 -0.262
H -1.453 -1.914 0.613
H -1.980 -1.024 -0.825
H -2.643 -0.682 0.682
```

- multiplicity = 1
- total charge = 0
- gap between HOMO and LUMO (alpha / beta) (eV) = 6.9824 / 7.2568
- HOMO level (alpha / beta) (eV) = -8.7 / -8.9

From a Löwdin analysis of the wavefunction, the atomic charges in e read: -0.009, 0.035, -0.253, -0.040, -0.218, -0.074, -0.049, 0.081, 0.094, 0.136, 0.074, 0.098, 0.067, 0.059

=====

Entry from the Open Molecules 2025 dataset: the molecule C6H7BO2 (ωB97M-V/def2-TZVPD).

Structure (XYZ):
```
16
C6H7BO2 ωB97M-V/def2-TZVPD
O -3.951 -0.072 -0.113
B -2.655 0.112 0.166
O -1.741 -0.709 -0.465
C -0.394 -0.495 -0.277
C 0.168 0.810 -0.412
C 1.569 0.994 -0.190
C 2.331 -0.133 -0.104
C 1.737 -1.375 -0.017
C 0.402 -1.599 -0.029
H -4.482 0.475 0.472
H -2.160 1.077 0.598
H -0.628 1.556 -0.393
H 1.904 2.069 -0.150
H 3.368 0.002 -0.080
H 2.345 -2.197 -0.007
H 0.082 -2.457 0.441
```

- SMILES = OBOc1ccccc1
- multiplicity = 1
- total charge = 0
- gap between HOMO and LUMO (eV) = 9.4277
- HOMO level (eV) = -8.9

From a Löwdin analysis of the wavefunction, the atomic charges in e read: 0.178, -0.450, 0.117, -0.257, 0.000, -0.072, -0.106, -0.087, -0.005, 0.101, 0.101, 0.087, 0.122, 0.087, 0.082, 0.103

=====

Entry from the Open Molecules 2025 dataset: a cluster of 2 separate species, C6H7BrClN3O in total (ωB97M-V/def2-TZVPD).

Structure (XYZ):
```
19
C6H7BrClN3O ωB97M-V/def2-TZVPD
C 0.339 0.446 -0.576
C -0.817 0.147 -0.680
C -2.611 -1.305 0.672
C 2.392 1.044 -1.547
C 2.228 -0.872 0.042
C -2.937 -0.164 -0.021
N -2.200 -2.289 1.099
N -2.280 0.926 2.221
N 1.655 0.275 -0.646
O -2.085 0.419 -0.806
Cl 2.114 -2.423 -0.890
Br -4.728 0.209 -0.249
H 2.344 0.586 -2.595
H 2.011 2.043 -1.600
H 3.422 0.927 -1.161
H 3.333 -0.557 0.196
H 1.860 -1.017 1.123
H -2.752 0.665 3.073
H -1.290 0.942 2.345
```

- multiplicity = 1
- total charge = 0
- gap between HOMO and LUMO (eV) = 6.0855
- HOMO level (eV) = -7.8

From a Löwdin analysis of the wavefunction, the atomic charges in e read: -0.018, -0.051, -0.334, -0.072, -0.541, -0.782, 0.203, 0.006, -0.279, 0.021, 0.525, 0.923, 0.118, 0.089, 0.094, 0.105, 0.119, -0.052, -0.073

=====

Entry from the Open Molecules 2025 dataset: a structure of composition C6H7BrO3 (ωB97M-V/def2-TZVPD).

Structure (XYZ):
```
17
C6H7BrO3 ωB97M-V/def2-TZVPD
C 0.470 0.194 -1.587
C 0.327 1.449 -1.019
C 0.126 -0.940 -0.981
C -0.480 1.665 0.041
C -0.403 -1.165 0.418
C -1.380 -0.077 0.593
O -0.708 2.571 0.925
O 0.509 -1.024 1.398
O -1.826 0.147 1.878
Br -2.989 -0.147 -0.474
H 0.821 0.195 -2.607
H 0.921 2.317 -1.347
H 0.105 -1.849 -1.724
H -0.884 -2.166 0.504
H -1.369 2.316 1.551
H 1.314 -1.132 0.987
H -1.053 0.345 2.384
```

- multiplicity = 1
- total charge = 0
- gap between HOMO and LUMO (eV) = 8.9185
- HOMO level (eV) = -8.4

From a Löwdin analysis of the wavefunction, the atomic charges in e read: -0.150, -0.101, -0.082, -0.180, -0.465, -0.723, 0.115, 0.056, -0.070, 0.798, 0.112, 0.120, 0.143, 0.161, 0.101, 0.074, 0.089

=====

Entry from the Open Molecules 2025 dataset: the molecule C6H7Cl (ωB97M-V/def2-TZVPD).

Structure (XYZ):
```
14
C6H7Cl ωB97M-V/def2-TZVPD
C -2.472 0.058 -0.620
C -1.448 -0.675 -0.227
C -0.442 -1.365 0.278
C 0.991 -1.184 0.279
C 1.526 0.019 0.057
C 1.020 1.430 0.278
Cl 3.151 0.144 -0.647
H -3.048 -0.138 -1.546
H -2.651 0.832 0.132
H -0.823 -2.301 0.767
H 1.495 -2.083 0.134
H 1.466 2.104 -0.335
H 1.243 1.717 1.374
H -0.007 1.442 0.077
```

- SMILES = C=C=C/C=C(\C)Cl
- multiplicity = 1
- total charge = 0
- gap between HOMO and LUMO (eV) = 9.2386
- HOMO level (eV) = -8.6

From a Löwdin analysis of the wavefunction, the atomic charges in e read: 0.001, -0.115, -0.129, -0.151, -0.644, -0.103, 0.617, 0.071, 0.066, 0.123, 0.083, 0.018, 0.129, 0.035

=====

Entry from the Open Molecules 2025 dataset: the molecule C6H7ClIN (ωB97M-V/def2-TZVPD).

Structure (XYZ):
```
16
C6H7ClIN ωB97M-V/def2-TZVPD
C -0.500 -0.150 2.013
N -0.251 0.062 0.649
C -1.197 0.263 -0.318
I -3.191 0.153 0.182
C -0.802 0.636 -1.587
C 0.579 0.678 -1.873
C 1.519 0.352 -0.951
C 1.019 -0.231 0.278
Cl 1.046 -2.191 -0.014
H -1.292 0.473 2.247
H -0.826 -1.287 2.089
H 0.294 -0.065 2.659
H -1.381 0.530 -2.479
H 0.787 0.973 -2.930
H 2.588 0.143 -1.127
H 1.609 -0.340 1.162
```

- SMILES = CN1C(I)=CC=C[C@@H]1Cl
- multiplicity = 1
- total charge = 0
- gap between HOMO and LUMO (eV) = 8.2985
- HOMO level (eV) = -8.0

From a Löwdin analysis of the wavefunction, the atomic charges in e read: -0.105, -0.253, -0.722, 0.980, -0.159, -0.106, -0.103, -0.554, 0.377, 0.021, 0.135, 0.070, 0.092, 0.125, 0.118, 0.082

=====

Entry from the Open Molecules 2025 dataset: a cluster of 2 separate species, C6H7ClN2 in total (ωB97M-V/def2-TZVPD).

Structure (XYZ):
```
16
C6H7ClN2 ωB97M-V/def2-TZVPD
C 2.586 1.121 0.548
C 1.464 1.022 -0.227
C 1.304 -0.506 1.242
C -2.013 -0.845 0.156
C -1.986 0.350 -0.769
C -0.920 -0.621 -0.820
N 2.392 0.142 1.541
N 0.750 -0.075 0.135
Cl -0.410 -1.603 -2.106
H 3.404 1.744 0.264
H 0.937 1.563 -0.983
H 1.179 -1.470 1.729
H -1.588 -0.860 1.120
H -2.820 -1.471 0.085
H -2.659 0.254 -1.581
H -1.617 1.255 -0.335
```

- multiplicity = 1
- total charge = 0
- gap between HOMO and LUMO (eV) = 8.4251
- HOMO level (eV) = -8.5

From a Löwdin analysis of the wavefunction, the atomic charges in e read: -0.127, -0.165, -0.298, -0.095, -0.100, -0.683, 0.034, 0.014, 0.727, 0.083, 0.096, 0.120, 0.092, 0.083, 0.110, 0.110

=====

Entry from the Open Molecules 2025 dataset: a structure of composition C6H7ClN2O (ωB97M-V/def2-TZVPD).

Structure (XYZ):
```
17
C6H7ClN2O ωB97M-V/def2-TZVPD
C 0.430 1.642 -0.040
C -0.693 2.141 -0.560
C -1.279 0.167 -1.641
C -0.293 -0.479 1.604
C 0.023 -0.553 -1.288
C 0.622 0.161 -0.106
N -1.540 1.354 -1.303
N 0.409 -1.338 2.348
O -1.471 -0.295 1.589
Cl 2.275 -0.336 0.292
H 0.991 2.362 0.562
H -0.905 3.114 -0.411
H -2.076 -0.385 -2.255
H -0.148 -1.567 -0.893
H 0.613 -0.404 -2.134
H 1.353 -1.117 2.557
H -0.164 -1.923 2.953
```

- multiplicity = 1
- total charge = 0
- gap between HOMO and LUMO (eV) = 8.6022
- HOMO level (eV) = -8.2

From a Löwdin analysis of the wavefunction, the atomic charges in e read: -0.104, -0.143, -0.137, -0.418, -0.160, -0.661, 0.054, 0.124, 0.076, 0.651, 0.111, 0.068, 0.134, 0.128, 0.098, 0.055, 0.124

=====

Entry from the Open Molecules 2025 dataset: a cluster of 2 separate species, C6H7ClNOPS in total (ωB97M-V/def2-TZVPD).

Structure (XYZ):
```
18
C6H7ClNOPS ωB97M-V/def2-TZVPD
C -1.168 -2.247 -1.355
C -0.511 -1.073 -1.693
C -1.395 -2.532 -0.018
C -0.059 -0.224 -0.711
C -0.991 -1.666 0.974
C -0.271 -0.492 0.656
N 2.314 2.511 0.477
O 0.193 0.256 1.598
P 0.688 2.648 0.812
S -0.365 3.567 -0.525
Cl 0.688 3.374 2.648
H -1.511 -2.918 -2.129
H -0.353 -0.819 -2.731
H -1.906 -3.444 0.261
H 0.422 0.714 -0.964
H -1.156 -1.893 2.016
H 2.850 1.994 1.160
H 2.532 2.243 -0.477
```

- multiplicity = 1
- total charge = 0
- gap between HOMO and LUMO (alpha / beta) (eV) = 5.4468 / 5.4762
- HOMO level (alpha / beta) (eV) = -7.6 / -7.6

From a Löwdin analysis of the wavefunction, the atomic charges in e read: -0.117, -0.106, -0.106, -0.074, -0.028, -0.458, -0.173, -0.121, -0.008, 0.272, 0.360, 0.092, 0.101, 0.100, 0.038, 0.107, 0.059, 0.063

=====

Entry from the Open Molecules 2025 dataset: the molecule C6H7ClO (ωB97M-V/def2-TZVPD).

Structure (XYZ):
```
15
C6H7ClO ωB97M-V/def2-TZVPD
C 1.938 -0.575 0.210
C 0.656 0.011 -0.118
C 0.362 1.336 -0.245
C -1.156 1.575 -0.031
C -1.750 0.368 0.117
Cl -3.329 -0.134 0.038
C -0.709 -0.628 0.250
O -1.132 -1.814 -0.272
H 2.598 0.442 0.228
H 2.059 -1.177 1.148
H 2.404 -1.322 -0.787
H 1.151 2.022 -0.700
H -1.610 2.480 0.101
H -0.498 -0.780 1.290
H -0.985 -1.805 -1.228
```

- SMILES = CC1=CC=C(Cl)[C@H]1O
- multiplicity = 1
- total charge = 0
- gap between HOMO and LUMO (eV) = 8.8193
- HOMO level (eV) = -8.3

From a Löwdin analysis of the wavefunction, the atomic charges in e read: -0.092, -0.298, -0.011, -0.028, -0.712, 0.788, -0.445, -0.024, 0.114, 0.081, 0.156, 0.126, 0.065, 0.163, 0.118

=====

Entry from the Open Molecules 2025 dataset: the molecule C6H7ClO (ωB97M-V/def2-TZVPD).

Structure (XYZ):
```
15
C6H7ClO ωB97M-V/def2-TZVPD
C 0.690 0.104 -1.839
C 1.245 -0.641 -2.890
C -0.425 -0.335 -1.158
C -0.207 -2.391 -2.409
C -0.147 0.209 1.342
C -1.066 0.042 0.107
O 0.674 -1.806 -3.187
Cl -1.511 -3.103 -3.184
H 0.941 1.101 -1.571
H 2.225 -0.492 -3.352
H -0.649 -0.539 1.979
H -0.210 1.147 1.746
H 0.954 0.010 1.256
H -1.444 1.049 -0.229
H -1.858 -0.633 0.392
```

- multiplicity = 1
- total charge = 0
- gap between HOMO and LUMO (alpha / beta) (eV) = 7.1160 / 7.1165
- HOMO level (alpha / beta) (eV) = -7.3 / -7.3

From a Löwdin analysis of the wavefunction, the atomic charges in e read: -0.129, -0.120, 0.000, -0.577, -0.089, -0.251, -0.144, 0.649, 0.102, 0.128, 0.075, 0.025, 0.094, 0.140, 0.097

=====

Entry from the Open Molecules 2025 dataset: the molecule C6H7ClOS (ωB97M-V/def2-TZVPD).

Structure (XYZ):
```
16
C6H7ClOS ωB97M-V/def2-TZVPD
C 1.178 -0.842 1.052
C 0.723 0.655 1.132
O 0.425 0.917 2.549
Cl 2.094 1.678 0.596
C -0.507 0.950 0.303
C -0.499 1.318 -1.020
C -1.753 1.272 -1.705
C -2.728 0.889 -0.796
S -2.219 0.839 0.848
H 2.235 -0.876 0.923
H 0.694 -1.340 0.114
H 0.930 -1.351 1.950
H 1.215 1.514 2.817
H 0.361 1.685 -1.543
H -1.933 1.769 -2.662
H -3.826 0.558 -0.815
```

- SMILES = C[C@@](O)(Cl)c1cccs1
- multiplicity = 1
- total charge = 0
- gap between HOMO and LUMO (eV) = 9.5744
- HOMO level (eV) = -8.8

From a Löwdin analysis of the wavefunction, the atomic charges in e read: -0.061, -0.860, -0.123, 0.700, -0.497, -0.179, -0.165, -0.444, 1.015, 0.040, 0.124, 0.065, 0.109, 0.085, 0.105, 0.083

=====

Entry from the Open Molecules 2025 dataset: a structure of composition C6H7CsO (ωB97M-V/def2-TZVPD).

Structure (XYZ):
```
15
C6H7CsO ωB97M-V/def2-TZVPD
C -0.940 0.695 -0.295
C -0.182 0.886 0.741
C 0.338 -0.024 1.805
C 1.787 0.201 2.115
O 2.533 0.874 1.424
Cs 3.114 2.412 -1.265
H -1.346 1.475 -0.945
H 0.213 -1.115 1.673
H -0.197 0.157 2.759
H 2.147 -0.175 3.093
C -1.687 -0.947 -2.599
H -1.990 -0.075 -3.193
H -2.300 -1.841 -2.766
C -0.859 -0.797 -1.546
H -0.630 -1.727 -1.001
```

- multiplicity = 1
- total charge = 0
- gap between HOMO and LUMO (eV) = 3.8946
- HOMO level (eV) = -4.9

From a Löwdin analysis of the wavefunction, the atomic charges in e read: -0.137, -0.234, -0.261, -0.285, -0.127, 0.916, 0.018, 0.115, 0.113, 0.117, -0.148, 0.020, 0.027, -0.155, 0.023

=====

Entry from the Open Molecules 2025 dataset: the molecule C6H7F (ωB97M-V/def2-TZVPD).

Structure (XYZ):
```
14
C6H7F ωB97M-V/def2-TZVPD
F -1.182 -0.474 -1.124
C -1.306 0.262 0.057
C -0.054 1.137 0.562
C 1.048 1.005 -0.507
C 1.549 -0.259 -0.366
C 0.610 -1.167 0.490
C -0.385 -0.252 1.074
H -2.389 0.567 0.140
H -0.335 1.994 1.120
H 1.401 1.698 -1.154
H 2.512 -0.517 -0.841
H -0.115 -1.802 -0.354
H 1.283 -1.752 1.123
H -0.495 -0.281 2.219
```

- SMILES = F[C@@H]1[C@@H]2C=CC[C@H]12
- multiplicity = 1
- total charge = 0
- gap between HOMO and LUMO (eV) = 9.6051
- HOMO level (eV) = -8.5

From a Löwdin analysis of the wavefunction, the atomic charges in e read: -0.055, -0.202, -0.117, -0.030, -0.072, -0.151, -0.263, 0.156, 0.112, 0.058, 0.100, 0.191, 0.101, 0.170

=====

Entry from the Open Molecules 2025 dataset: a cluster of 2 separate species, C6H7F2N2 in total (ωB97M-V/def2-TZVPD).

Structure (XYZ):
```
17
C6H7F2N2 ωB97M-V/def2-TZVPD
C -1.382 2.155 -0.095
C -2.233 2.079 1.013
C -1.572 -0.051 1.433
C -0.565 1.076 -0.281
C 2.349 -1.626 -1.322
C 1.563 -1.913 -0.180
N -2.256 0.999 1.778
N -0.693 -0.023 0.421
F 0.412 0.961 -1.202
F 2.061 -2.101 0.971
H -1.384 2.994 -0.823
H -2.857 2.909 1.235
H -1.724 -0.861 2.093
H 2.485 -2.454 -2.084
H 1.752 -0.858 -1.827
H 3.507 -1.604 -1.045
H 0.537 -1.681 -0.085
```

- multiplicity = 1
- total charge = +1
- gap between HOMO and LUMO (eV) = 6.8811
- HOMO level (eV) = -13.6

From a Löwdin analysis of the wavefunction, the atomic charges in e read: 0.042, -0.069, -0.160, -0.336, 0.037, 0.009, 0.094, 0.127, 0.080, 0.245, 0.142, 0.117, 0.114, 0.165, 0.111, 0.184, 0.099